DFT (ωB97M-V with the def2-TZVPD basis set) results for a structure of composition C30H22IN7NiO2S2.

Output
* F_max: 0.74 eV Å⁻¹
* energy relative to the best compared isomer or geometry (same formula, charge and spin): 0.2649 eV
* E_HOMO (spin up / spin down): -0.2530 / -0.2508 Eh
* E_LUMO (spin up / spin down): -0.038 / -0.037 Ha
* expectation value of S²: 2.007
* spin multiplicity: 3

XYZ file:
```
65
C30H22IN7NiO2S2 ωB97M-V with the def2-TZVPD basis set
Ni -0.130 -0.580 -0.322
C 2.472 -1.312 3.548
O 1.857 0.012 3.568
C 1.192 0.072 2.405
N 1.357 -0.832 1.541
C 2.419 -1.712 2.062
C 2.192 -3.180 1.806
C 2.797 -4.118 2.639
C 2.640 -5.477 2.405
C 1.885 -5.912 1.324
C 1.300 -4.981 0.477
C 1.451 -3.623 0.717
C 0.314 1.241 2.159
C 0.104 2.263 3.069
C -0.720 3.314 2.688
C -1.300 3.310 1.428
C -1.037 2.234 0.598
N -0.248 1.229 0.955
C -1.597 2.062 -0.762
N -1.467 0.972 -1.378
C -2.094 1.123 -2.700
C -2.589 2.596 -2.672
O -2.238 3.085 -1.334
C -1.137 0.796 -3.818
C 0.144 1.332 -3.835
C 1.029 0.998 -4.850
C 0.634 0.128 -5.859
C -0.649 -0.401 -5.851
C -1.530 -0.069 -4.831
H 1.872 -1.975 4.172
H 3.474 -1.216 3.954
H 3.345 -1.416 1.560
H 3.399 -3.792 3.482
H 3.113 -6.195 3.062
H 1.770 -6.971 1.133
H 0.739 -5.308 -0.390
H 1.029 -2.910 0.019
H 0.580 2.228 4.039
H -0.907 4.133 3.370
H -1.939 4.112 1.087
H -2.927 0.421 -2.749
H -3.664 2.700 -2.789
H -2.071 3.218 -3.396
H 0.478 1.971 -3.024
H 2.040 1.386 -4.831
H 1.334 -0.156 -6.634
H -0.953 -1.099 -6.620
H -2.514 -0.523 -4.797
S 1.865 -0.299 -1.497
C 1.677 -1.410 -2.826
C 2.782 -1.472 -3.754
N 3.670 -1.519 -4.484
C 0.592 -2.180 -3.041
S -0.839 -2.120 -2.029
C 0.542 -3.061 -4.180
N 0.473 -3.779 -5.077
I -2.845 -3.000 4.755
C -2.257 -2.671 2.814
C -2.170 -3.590 1.789
N -1.726 -2.925 0.718
N -1.508 -1.632 0.973
C -1.830 -1.464 2.253
H -2.382 -4.646 1.758
H -1.472 -3.256 -0.220
H -1.765 -0.496 2.724
```

Results of the Löwdin charge analysis, in e, for atoms 1 through 2: atom 1 (Ni): 0.254, atom 2 (C): -0.059



DFT (ωB97M-V with the def2-TZVPD basis set) results for an isolated molecule of C7H9N2O3P in a non-equilibrium geometry.

Output
* F_max: 4.01 eV Å⁻¹
* energy relative to the best compared isomer or geometry (same formula, charge and spin): 4.2600 eV
* E_HOMO: -0.3089 Eh
* E_LUMO: -0.039 Ha

XYZ file:
```
22
C7H9N2O3P ωB97M-V with the def2-TZVPD basis set
C 3.446 -1.826 0.171
C 3.307 -0.471 0.005
C 1.324 -1.508 -0.169
C -1.369 0.522 -0.774
C -1.182 0.789 0.537
C -2.784 0.144 -1.403
C -2.113 0.711 1.702
N 2.190 -2.461 0.008
N 1.924 -0.305 -0.163
O 2.198 2.389 -0.163
O -0.453 0.616 -1.699
O 0.110 1.256 0.947
P 1.255 1.264 -0.093
H 4.339 -2.391 0.094
H 3.971 0.354 0.184
H 0.230 -1.677 -0.314
H -2.623 -0.626 -2.101
H -3.185 0.874 -2.186
H -3.507 0.050 -0.682
H -2.153 1.739 2.247
H -1.741 0.064 2.511
H -3.184 0.493 1.341
```

Results of the Löwdin charge analysis, in e, for atoms 1 through 2: atom 1 (C): -0.106, atom 2 (C): -0.076



DFT (ωB97M-V with the def2-TZVPD basis set) results for a structure of composition C29H38Cl2N3O3RuS in a non-equilibrium geometry.

Output
* F_max: 5.86 eV Å⁻¹
* energy relative to the best compared isomer or geometry (same formula, charge and spin): 0.0000 eV
* E_HOMO (spin up / spin down): -0.2225 / -0.2908 Eh
* E_LUMO (spin up / spin down): 0.012 / -0.015 Ha
* expectation value of S²: 8.764
* spin multiplicity: 6

XYZ file:
```
77
C29H38Cl2N3O3RuS ωB97M-V with the def2-TZVPD basis set
O 0.146 1.064 -2.052
C -1.103 1.217 -2.735
C -0.817 1.879 -4.102
C 0.320 2.664 -4.261
H 0.896 2.924 -3.359
C 0.692 3.071 -5.545
H 1.606 3.666 -5.657
C -0.080 2.705 -6.657
H 0.247 2.972 -7.658
C -1.269 1.976 -6.485
H -1.881 1.688 -7.346
C -1.655 1.604 -5.197
H -2.606 1.097 -4.998
H -1.473 0.224 -3.049
C -1.842 3.314 -1.470
C -2.049 1.850 -1.802
H -2.265 3.543 -0.477
H -2.316 3.961 -2.235
H -0.761 3.578 -1.426
C -2.622 0.925 -1.000
C -3.411 1.192 0.204
H -2.318 -0.111 -1.132
H -4.292 1.787 -0.059
H -2.867 1.677 1.027
H -3.749 0.215 0.549
Ru 1.250 0.023 -0.960
Cl 2.310 2.213 -0.668
Cl 0.230 -1.838 -1.913
H 4.360 0.174 -3.903
H 5.934 1.211 -2.661
C 3.620 0.085 -3.097
C 5.384 1.160 -1.715
N 4.370 0.113 -1.830
H 3.067 -0.857 -3.194
C 3.938 -0.510 -0.735
O 2.837 -1.161 -0.708
H 6.056 0.896 -0.894
H 4.525 -0.381 0.190
H 2.926 0.936 -3.159
H 4.909 2.125 -1.496
H -1.878 -5.783 1.858
H -0.099 -6.355 -0.376
C -2.274 -5.099 1.090
C -0.752 -5.580 -0.812
N -1.217 -4.646 0.204
H -2.714 -4.224 1.574
C -0.502 -3.550 0.546
O -0.886 -2.712 1.367
H -0.196 -5.023 -1.577
H 0.453 -3.474 -0.009
H -3.017 -5.636 0.494
H -1.627 -6.070 -1.258
N 1.145 0.198 0.988
S 0.111 -0.065 2.340
C 1.020 -1.315 3.277
C 2.407 -1.211 3.396
C 3.127 -2.279 3.936
C 2.458 -3.388 4.452
C 1.062 -3.411 4.473
C 0.335 -2.373 3.889
C 0.418 1.364 3.435
C 0.461 2.649 2.881
C 0.747 3.757 3.688
C 0.963 3.596 5.062
C 0.877 2.319 5.625
C 0.575 1.212 4.821
H 1.971 0.658 1.392
H 2.913 -0.305 3.071
H 4.214 -2.225 3.943
H 3.025 -4.233 4.843
H 0.527 -4.243 4.925
H -0.754 -2.374 3.892
H 0.303 2.783 1.811
H 0.804 4.753 3.244
H 1.199 4.458 5.691
H 1.049 2.181 6.697
H 0.497 0.222 5.270
```

Results of the Löwdin charge analysis, in e, for atoms 1 through 2: atom 1 (O): -0.530, atom 2 (C): -0.383